Record 1
Entry from the OMol25 dataset: a structure of composition C56H42IMoN4O4S2Si (ωB97M-V/def2-TZVPD).

The geometry in XYZ format:
```
111
Properties=species:S:1:pos:R:3:forces:R:3
Mo -0.576100 -0.161400 0.153700 -1.294 0.547 -0.382
C -1.513200 3.481100 -0.825600 0.022 -0.059 0.075
C -0.380600 3.155600 -1.743000 -0.056 -0.482 0.569
N -0.229600 3.881900 -2.829400 0.002 0.263 -0.227
C 0.722400 3.563200 -3.700900 0.138 -0.105 -0.035
C 1.643300 2.551200 -3.507800 0.050 -0.100 0.226
C 2.673900 2.242800 -4.562600 0.218 0.253 0.250
O 2.365900 1.075000 -5.292100 -0.084 -0.359 -0.137
C 1.554600 1.794200 -2.319900 -1.351 0.725 0.318
C 2.580400 0.877500 -1.905300 0.847 -0.998 0.856
N 2.572600 0.323100 -0.750700 -0.383 0.722 -0.867
C 3.712200 -0.235200 -0.231800 0.969 -0.064 0.171
C 4.918300 0.471800 -0.305800 -0.216 0.019 -0.129
C 6.056400 0.001700 0.311400 0.156 -0.058 0.050
C 6.016300 -1.176300 1.037700 0.149 0.040 0.047
C 4.832600 -1.890100 1.123700 0.215 0.140 0.019
C 3.696800 -1.435400 0.485100 -0.583 -0.202 -0.026
I 0.847400 -0.062200 2.563500 -0.098 0.025 -0.078
C 0.461600 2.057400 -1.453600 0.663 0.975 -2.277
O 0.196200 1.269200 -0.452400 2.136 3.689 -0.708
H -1.898100 4.466300 -1.076400 -0.027 0.011 0.009
H -1.195100 3.447400 0.219200 -0.120 -0.028 -0.057
H -2.303400 2.736800 -0.965900 0.006 0.056 0.147
H 0.744800 4.165200 -4.599300 0.123 0.015 -0.149
H 3.675200 2.156700 -4.108100 -0.158 0.095 -0.133
H 2.709100 3.053800 -5.295300 0.005 -0.049 0.133
H 2.075600 0.388800 -4.677700 -0.040 -0.030 -0.011
H 3.423000 0.720000 -2.588600 0.034 0.032 0.044
H 4.930800 1.415100 -0.836100 0.003 0.047 0.030
H 6.973700 0.566500 0.229300 0.096 0.019 0.035
H 6.906600 -1.536900 1.527600 0.094 -0.070 0.101
H 4.789900 -2.809400 1.685000 -0.038 -0.149 0.040
S 2.238900 -2.467800 0.447800 0.286 0.041 -0.217
C 2.563900 -3.147400 -1.175500 -0.315 0.126 0.248
C 3.590300 -4.055500 -1.297200 0.172 -0.383 -0.404
C 3.881800 -4.655300 -2.522700 -0.927 0.801 0.107
C 4.938900 -5.573100 -2.624300 0.696 -0.619 -0.022
N 5.815100 -6.316800 -2.671800 0.083 -0.083 -0.023
C 3.074900 -4.320500 -3.636200 -0.010 0.408 1.025
C 2.063900 -3.386500 -3.513600 0.127 -0.172 -0.029
C 1.779800 -2.759300 -2.284300 0.119 0.136 0.326
S 0.514500 -1.602900 -2.215200 -0.355 0.126 0.084
C 3.290400 -4.975100 -4.868900 0.080 -0.271 -0.610
N 3.453900 -5.530300 -5.859100 0.049 -0.117 -0.300
H 4.172000 -4.317600 -0.425500 0.075 -0.030 0.018
H 1.456100 -3.135800 -4.371600 -0.027 -0.004 -0.049
C -2.027800 0.818900 1.214100 -0.098 0.060 0.408
C -2.825400 1.285800 2.000200 0.344 -0.202 -0.645
C -3.671900 1.748700 3.038400 -0.128 0.073 0.262
C -4.962700 2.214100 2.793500 0.021 -0.013 -0.001
C -5.755400 2.631300 3.846100 -0.166 0.065 0.020
C -5.275300 2.589600 5.144600 -0.027 0.029 0.092
C -3.992200 2.126600 5.392800 -0.017 0.015 0.120
C -3.190700 1.706200 4.350100 -0.046 0.022 0.002
H -5.336100 2.244900 1.780300 0.019 -0.011 -0.091
H -6.755600 2.994500 3.654700 -0.058 0.016 -0.026
H -5.897500 2.919800 5.964700 -0.049 0.018 0.035
H -3.616000 2.095400 6.405300 0.031 -0.009 0.073
H -2.189700 1.341700 4.532100 0.069 -0.029 -0.046
O -1.775700 0.057600 -1.520700 1.405 0.346 0.998
Si -3.035800 -0.285700 -2.408900 -0.892 -0.300 -0.689
C -3.869300 1.238900 -3.187900 0.108 -0.466 0.428
C -5.246900 1.308100 -3.360800 -0.116 -0.076 0.124
C -5.833600 2.357100 -4.046100 -0.212 0.071 -0.106
C -5.046400 3.362000 -4.581900 -0.069 0.066 -0.043
C -3.671500 3.303000 -4.433900 0.088 0.079 -0.079
C -3.096400 2.247400 -3.750600 0.123 -0.010 0.081
C -4.278300 -1.190700 -1.285400 0.333 0.186 -0.656
C -4.305400 -2.576200 -1.186700 0.030 -0.053 -0.122
C -5.185600 -3.218600 -0.333100 -0.150 -0.182 -0.006
C -6.050900 -2.478700 0.452200 -0.112 -0.086 -0.013
C -6.014400 -1.095900 0.394800 -0.114 0.095 0.050
C -5.136300 -0.464000 -0.467200 -0.037 0.146 0.057
C -2.538100 -1.253200 -3.974000 -0.242 0.108 0.594
C -1.351800 -0.902500 -4.611600 -0.067 0.190 -0.035
C -0.926700 -1.550000 -5.755900 0.052 0.098 -0.098
C -1.703500 -2.556200 -6.304400 0.004 -0.097 -0.081
C -2.908700 -2.892100 -5.711700 -0.037 -0.205 -0.111
C -3.315700 -2.247000 -4.555600 -0.093 0.007 0.086
H -5.873000 0.528900 -2.948700 -0.117 -0.082 0.022
H -6.908400 2.387900 -4.174100 -0.040 0.003 0.024
H -5.502000 4.184300 -5.116600 -0.029 0.045 -0.037
H -3.043500 4.072100 -4.858700 0.075 0.101 -0.009
H -2.024300 2.203700 -3.647900 0.207 0.043 -0.035
H -3.625700 -3.160200 -1.791300 0.089 -0.147 -0.114
H -5.199200 -4.298400 -0.279600 0.008 -0.080 0.010
H -6.741300 -2.977900 1.117500 -0.040 -0.036 0.051
H -6.676200 -0.510200 1.018400 -0.039 0.049 0.068
H -5.112400 0.616300 -0.510000 -0.037 0.144 0.028
H -0.748100 -0.112100 -4.192700 0.140 0.080 0.023
H 0.010200 -1.270300 -6.219500 0.054 0.032 -0.040
H -1.371800 -3.078300 -7.191000 0.019 -0.021 -0.081
H -3.523600 -3.669400 -6.147400 -0.038 -0.024 0.001
H -4.256600 -2.519800 -4.098800 -0.148 -0.090 0.040
C -0.804300 -4.070900 0.057800 0.053 0.426 -0.123
C -1.562400 -2.970100 0.745600 0.751 -0.543 -0.707
O -1.171600 -1.756500 0.521400 -2.052 -5.063 1.534
C -2.635900 -3.251800 1.642300 -0.732 0.315 0.810
C -3.327200 -2.212200 2.300400 0.449 -0.003 -0.310
C -4.336500 -2.488300 3.194300 -0.152 -0.123 0.223
C -4.701900 -3.801600 3.466000 0.120 0.130 -0.079
C -4.046300 -4.835800 2.811700 -0.214 -0.151 0.156
C -3.033800 -4.575400 1.920000 0.403 0.322 -0.300
H -0.273400 -3.660000 -0.801400 -0.049 0.044 0.030
H -1.470100 -4.854500 -0.294500 -0.079 -0.039 0.010
H -0.068500 -4.515800 0.732500 -0.028 -0.014 0.099
H -3.063700 -1.185000 2.086600 0.016 -0.025 0.022
H -4.853200 -1.672700 3.681500 0.000 0.071 0.019
H -5.484100 -4.019200 4.179100 -0.075 0.004 0.019
H -4.332200 -5.861400 2.997800 -0.010 -0.070 0.050
H -2.537400 -5.397100 1.431800 0.063 -0.129 -0.044
```
Positions in Å, forces in eV/Å.

Calculated values
Total charge: -1
<S²>: 2.04
Electronic energy: -4131.0571 Eh
Highest occupied orbital energy (alpha / beta): -5.00 / -5.24 eV
Spin multiplicity: 3
Strongest force on any atom: 0.1103 Eh/bohr
M: 1150.04 g/mol

Results of the Löwdin charge analysis, in e, for atoms 1 through 99: number 1, Mo, carries 1.429; number 2, C, carries -0.013; number 3, C, carries -0.266; number 4, N, carries 0.117; number 5, C, carries -0.095; number 6, C, carries -0.134; number 7, C, carries -0.225; number 8, O, carries -0.045; number 9, C, carries -0.071; number 10, C, carries -0.106; number 11, N, carries 0.092; number 12, C, carries -0.298; number 13, C, carries -0.020; number 14, C, carries -0.087; number 15, C, carries -0.089; number 16, C, carries -0.104; number 17, C, carries -0.468; number 18, I, carries 0.170; number 19, C, carries -0.227; number 20, O, carries -0.369; number 21, H, carries 0.083; number 22, H, carries 0.083; number 23, H, carries 0.070; number 24, H, carries 0.112; number 25, H, carries 0.114; number 26, H, carries 0.120; number 27, H, carries 0.074; number 28, H, carries 0.133; number 29, H, carries 0.110; number 30, H, carries 0.100; number 31, H, carries 0.098; number 32, H, carries 0.102; number 33, S, carries 0.855; number 34, C, carries -0.500; number 35, C, carries -0.037; number 36, C, carries -0.194; number 37, C, carries -0.206; number 38, N, carries 0.154; number 39, C, carries -0.189; number 40, C, carries -0.045; number 41, C, carries -0.663; number 42, S, carries 0.727; number 43, C, carries -0.188; number 44, N, carries 0.168; number 45, H, carries 0.116; number 46, H, carries 0.107; number 47, C, carries -0.206; number 48, C, carries -0.115; number 49, C, carries -0.252; number 50, C, carries -0.036; number 51, C, carries -0.093; number 52, C, carries -0.101; number 53, C, carries -0.087; number 54, C, carries -0.024; number 55, H, carries 0.109; number 56, H, carries 0.099; number 57, H, carries 0.096; number 58, H, carries 0.100; number 59, H, carries 0.112; number 60, O, carries -0.458; number 61, Si, carries 0.476; number 62, C, carries -0.206; number 63, C, carries -0.102; number 64, C, carries -0.098; number 65, C, carries -0.103; number 66, C, carries -0.082; number 67, C, carries -0.095; number 68, C, carries -0.203; number 69, C, carries -0.100; number 70, C, carries -0.096; number 71, C, carries -0.106; number 72, C, carries -0.088; number 73, C, carries -0.105; number 74, C, carries -0.218; number 75, C, carries -0.164; number 76, C, carries -0.097; number 77, C, carries -0.100; number 78, C, carries -0.100; number 79, C, carries -0.102; number 80, H, carries 0.093; number 81, H, carries 0.096; number 82, H, carries 0.094; number 83, H, carries 0.099; number 84, H, carries 0.084; number 85, H, carries 0.103; number 86, H, carries 0.104; number 87, H, carries 0.101; number 88, H, carries 0.100; number 89, H, carries 0.098; number 90, H, carries 0.064; number 91, H, carries 0.101; number 92, H, carries 0.096; number 93, H, carries 0.094; number 94, H, carries 0.092; number 95, C, carries -0.011; number 96, C, carries -0.275; number 97, O, carries -0.374; number 98, C, carries -0.155; number 99, C, carries 0.005

Record 2
Entry from the OMol25 dataset: an isolated molecule of C2H5N5S (ωB97M-V/def2-TZVPD).

The geometry in XYZ format:
```
13
Properties=species:S:1:pos:R:3:forces:R:3
C -0.504319 -0.490501 -0.082134 -2.522 -2.348 0.104
C 1.570746 -0.275062 -0.112058 1.274 -1.607 0.484
H -2.511067 0.824673 -0.352673 -0.862 -3.419 1.381
H -3.451877 -0.687963 0.026287 -1.221 0.564 -0.444
H 3.306299 -1.665182 0.093113 0.228 -0.924 -0.068
H 1.693399 1.790552 -0.297676 -1.125 -1.136 0.170
H -0.640080 1.454247 0.593132 -0.945 -0.121 0.375
N -2.656879 -0.138173 0.257707 1.137 1.961 -1.032
N -1.633839 -1.120920 0.047682 1.314 2.908 -0.117
N 0.653368 -1.186164 -0.186540 2.510 -0.100 -0.086
N 1.147450 0.965372 0.042001 -0.958 2.728 -0.489
N -0.284747 0.886473 -0.154778 1.318 1.535 0.066
S 3.311546 -0.357356 0.125932 -0.148 -0.039 -0.344
```
Positions in Å, forces in eV/Å.

Calculated values
Electronic energy: -751.0853 Eh
Highest occupied orbital energy: -7.64 eV
Spin multiplicity: 1
Strongest force on any atom: 0.0736 Eh/bohr
M: 131.16 g/mol
SMILES string: N/N=c1/nc(S)[nH][nH]1

Löwdin analysis output, partial charges in e: number 1, C, carries -0.497; number 2, C, carries -0.783; number 3, H, carries 0.126; number 4, H, carries 0.036; number 5, H, carries -0.135; number 6, H, carries 0.162; number 7, H, carries 0.121; number 8, N, carries -0.067; number 9, N, carries 0.005; number 10, N, carries 0.133; number 11, N, carries -0.023; number 12, N, carries 0.078; number 13, S, carries 0.843